[1]
A gas-phase ion, C3H9IN3 (charge +1) in a non-equilibrium geometry, computed with wB97M-V/def2-TZVPD.

## Properties
Energy relative to the best compared isomer or geometry (same formula, charge and spin) ... 0.000 eV
HOMO-LUMO gap (spin up / spin down) ... 7.8 / 7.0 eV
E ... -581.26553 hartree
2S+1 ... 3
Charge ... +1
HOMO (spin up / spin down) ... -10.73 / -13.81 eV
Max |F| ... 6.5 eV Å⁻¹

```
16
C3H9IN3, DFT wB97M-V/def2-TZVPD
C -0.771 0.655 -0.174
C 1.325 -0.169 0.665
C -0.135 -1.592 -0.742
N -0.550 1.932 0.040
N 0.030 -0.342 -0.007
N -2.139 0.254 -0.961
I -3.614 -0.268 0.423
H 1.867 0.558 0.160
H 0.998 0.136 1.631
H 1.719 -1.211 0.636
H 0.046 -2.364 -0.095
H -1.088 -1.550 -1.206
H 0.773 -1.772 -1.310
H 0.082 2.308 0.608
H -1.224 2.644 -0.185
H -2.392 1.065 -1.513
```

[2]
4 unconnected molecules or ions with the total composition C22H47BNO18P3S in a non-equilibrium geometry, computed with wB97M-V/def2-TZVPD.

## Properties
HOMO-LUMO gap ... 7.7 eV
E ... -3722.54861 hartree
2S+1 ... 1
Charge ... 0
HOMO ... -9.50 eV
Max |F| ... 8.0 eV Å⁻¹
SMILES ... C#C[C@H]1C(=O)N[C@](O)(B(O)OCC)[C@@]1(S)CCCOC(C)=O.COP(=O)(OC)OC.COP(=O)(OC)OC.COP(=O)(OC)OC

```
93
C22H47BNO18P3S, DFT wB97M-V/def2-TZVPD
C 2.146 0.882 -0.427
C 0.981 1.012 -0.667
C -0.507 1.032 -0.796
C -1.291 2.105 -0.020
O -0.985 2.730 0.945
N -2.531 2.159 -0.706
C -2.536 1.409 -1.971
O -2.789 2.486 -2.937
B -3.836 0.487 -2.224
O -4.063 0.067 -3.537
O -4.689 0.186 -1.178
C -4.632 -1.208 -0.801
C -5.486 -2.104 -1.763
C -1.109 0.770 -2.232
S -1.022 -1.081 -2.285
C -0.297 1.416 -3.391
C -0.865 1.134 -4.800
C -0.354 -0.199 -5.446
O 0.946 -0.554 -4.980
C 1.347 -1.800 -5.378
C 0.423 -3.023 -5.405
O 2.496 -1.938 -5.677
H 3.091 0.678 0.096
H -0.807 0.106 -0.256
H -3.321 1.972 -0.092
H -3.151 3.210 -2.412
H -3.875 -0.871 -3.655
H -5.092 -1.278 0.198
H -3.602 -1.601 -0.751
H -4.773 -2.671 -2.396
H -6.114 -2.818 -1.212
H -6.059 -1.462 -2.448
H -1.940 -1.491 -3.196
H 0.767 1.168 -3.264
H -0.379 2.509 -3.223
H -0.624 1.970 -5.482
H -1.969 1.078 -4.806
H -0.354 -0.064 -6.546
H -1.121 -0.963 -5.208
H 1.069 -3.915 -5.387
H -0.214 -3.078 -4.503
H -0.186 -3.091 -6.320
C 8.169 -2.238 2.141
O 6.795 -2.641 2.000
P 5.831 -1.838 0.876
O 4.631 -2.711 1.002
O 6.790 -2.292 -0.366
C 6.801 -3.658 -0.768
O 5.127 -0.642 -0.076
C 5.983 0.460 -0.442
H 8.370 -2.020 3.189
H 8.807 -3.064 1.825
H 8.405 -1.359 1.543
H 6.224 -4.295 -0.099
H 7.835 -4.007 -0.780
H 6.393 -3.727 -1.775
H 6.717 0.139 -1.183
H 6.496 0.862 0.434
H 5.365 1.243 -0.877
C 1.988 7.492 4.830
O 1.230 8.351 3.963
P 0.204 7.647 2.825
O -0.423 8.907 2.338
O -0.674 6.910 3.995
C -1.504 7.702 4.835
O -0.429 6.620 1.663
C -0.054 5.225 1.732
H 3.042 7.761 4.766
H 1.648 7.643 5.855
H 1.873 6.440 4.571
H -1.370 8.770 4.668
H -1.261 7.476 5.875
H -2.544 7.434 4.650
H -0.546 4.740 2.575
H 1.029 5.124 1.827
H -0.372 4.742 0.820
C -1.191 -6.280 2.297
O -2.034 -5.520 1.412
P -3.516 -4.965 1.986
O -3.876 -4.149 0.793
O -2.773 -4.091 3.153
C -2.015 -2.944 2.782
O -4.978 -4.809 2.798
C -5.107 -5.484 4.064
H -0.923 -7.219 1.813
H -0.281 -5.709 2.485
H -1.678 -6.495 3.247
H -1.921 -2.836 1.702
H -1.018 -3.032 3.215
H -2.500 -2.059 3.194
H -4.511 -4.978 4.825
H -4.793 -6.526 3.982
H -6.153 -5.455 4.360
```

[3]
A molecular structure, C33H48MgN3O5P in a non-equilibrium geometry, computed with wB97M-V/def2-TZVPD.

## Properties
HOMO-LUMO gap ... 3.3 eV
E ... -2367.36379 hartree
2S+1 ... 1
Charge ... +2
HOMO ... -13.07 eV
Max |F| ... 3.7 eV Å⁻¹

```
91
C33H48MgN3O5P, DFT wB97M-V/def2-TZVPD
C 0.647 1.430 4.068
C 0.723 1.897 2.616
C -0.643 1.788 1.930
C -0.609 1.386 0.443
C -0.860 -0.074 0.149
C 0.084 -0.770 -0.583
C 1.252 0.080 -1.075
C 2.410 0.190 -0.111
C 3.542 1.172 -0.540
O 4.391 1.487 0.218
N 3.586 1.780 -1.904
C 4.484 1.058 -2.673
C 5.826 1.255 -2.870
C 6.550 0.393 -3.643
C 5.957 -0.704 -4.222
C 4.628 -0.811 -4.009
C 3.935 0.029 -3.285
C -0.164 -2.194 -0.810
P 0.682 -3.612 -1.611
N 2.239 -4.058 -1.206
C -1.330 -2.708 -0.312
C -2.223 -1.944 0.355
C -2.035 -0.654 0.613
C -3.128 0.053 1.356
C -3.650 1.363 0.729
C -3.739 1.351 -0.783
C -4.148 2.684 -1.410
C -3.370 3.907 -0.937
C -2.024 4.125 -1.661
C -1.838 5.519 -2.253
O -1.154 6.389 -1.385
C 0.224 6.189 -1.392
C -3.386 -2.844 0.700
O -4.510 -2.598 0.941
N -2.852 -4.149 0.599
C -2.629 -4.915 1.778
O -1.367 -4.555 2.311
C -1.193 -5.106 3.602
C 0.258 -5.318 3.890
C 0.981 -3.990 4.200
C -1.870 -4.127 -0.369
O -1.574 -5.023 -1.098
H 1.394 1.901 4.688
H -0.316 1.659 4.501
H 0.773 0.357 4.119
H 1.436 1.265 2.108
H 1.104 2.907 2.597
H -1.083 2.776 1.966
H -1.266 1.159 2.539
H -1.413 1.922 -0.038
H 0.294 1.763 0.002
H 0.882 1.071 -1.261
H 1.554 -0.281 -2.035
H 2.893 -0.773 0.017
H 2.145 0.589 0.851
H 3.774 2.770 -1.832
H 6.323 2.093 -2.424
H 7.596 0.533 -3.815
H 6.503 -1.405 -4.822
H 4.036 -1.597 -4.457
H 2.897 -0.138 -3.185
H 0.626 -3.479 -3.005
H -0.101 -4.692 -1.220
H 2.198 -4.959 -0.719
H -3.962 -0.622 1.415
H -2.857 0.263 2.380
H -3.087 2.188 1.136
H -4.660 1.486 1.098
H -4.494 0.624 -1.058
H -2.818 1.028 -1.256
H -5.209 2.877 -1.318
H -3.951 2.594 -2.472
H -3.987 4.770 -1.151
H -3.195 3.933 0.129
H -1.852 3.329 -2.379
H -1.245 4.010 -0.916
H -1.221 5.410 -3.146
H -2.787 5.924 -2.574
H 0.514 5.170 -1.131
H 0.636 6.824 -0.623
H 0.690 6.452 -2.340
H -3.390 -4.682 2.513
H -2.645 -5.982 1.600
H -1.672 -6.083 3.659
H -1.662 -4.493 4.366
H 0.755 -5.808 3.064
H 0.377 -5.934 4.768
H 1.449 -3.632 3.293
H 0.260 -3.253 4.518
H 1.735 -4.105 4.962
Mg 3.927 -3.100 -3.467
```

[4]
2 unconnected molecules or ions with the total composition C11H17N2 in a non-equilibrium geometry, computed with wB97M-V/def2-TZVPD.

## Properties
Energy relative to the best compared isomer or geometry (same formula, charge and spin) ... 2.506 eV
HOMO-LUMO gap (spin up / spin down) ... 9.3 / 5.9 eV
E ... -538.15209 hartree
2S+1 ... 2
Charge ... +2
HOMO (spin up / spin down) ... -16.14 / -16.10 eV
Max |F| ... 5.2 eV Å⁻¹

```
30
C11H17N2, DFT wB97M-V/def2-TZVPD
C 0.316 3.269 0.030
C 1.699 -0.198 -0.173
C 0.912 0.820 0.501
C 0.916 1.948 -0.455
C 1.796 1.693 -1.518
C 1.949 -1.480 0.355
C 1.543 -1.617 1.627
C 0.498 0.569 1.830
C 0.884 -0.673 2.447
N 2.216 0.382 -1.352
H 2.733 -0.102 -2.054
H 2.324 -2.248 -0.330
H 2.285 2.179 -2.380
H 1.811 -2.546 2.070
H 0.373 1.399 2.472
H -0.736 3.047 0.448
H 0.368 4.107 -0.545
H 0.589 -1.059 3.364
H 0.929 3.530 0.945
C -1.614 -1.188 -1.029
C -1.852 -1.971 0.210
N -2.866 -0.314 -1.221
H -0.752 -0.374 -1.007
H -1.187 -1.872 -1.910
H -2.402 -2.922 -0.176
H -2.342 -1.642 1.055
H -3.649 -0.612 -0.616
H -2.687 0.637 -1.139
H -3.224 -0.496 -2.091
H -0.832 -2.268 0.641
```

[5]
2 unconnected molecules or ions with the total composition CH6N2O3S, computed with wB97M-V/def2-TZVPD.

## Properties
Energy relative to the best compared isomer or geometry (same formula, charge and spin) ... 0.985 eV
HOMO-LUMO gap ... 10.8 eV
E ... -775.06339 hartree
2S+1 ... 1
Charge ... 0
HOMO ... -10.02 eV
Max |F| ... 0.8 eV Å⁻¹
SMILES ... N=S(=O)(O)O.C=N

```
13
CH6N2O3S, DFT wB97M-V/def2-TZVPD
C 2.483 0.301 0.255
N -0.886 1.108 0.431
N 1.806 -0.024 -0.750
O -0.753 -0.800 -1.048
O -3.005 0.084 -0.645
O -1.863 -1.164 1.100
S -1.703 -0.054 -0.071
H 3.429 0.844 0.237
H 2.109 -0.001 1.223
H -1.441 1.749 0.961
H -2.545 -1.779 0.822
H 2.175 0.266 -1.653
H 0.193 -0.530 -0.863
```

[6]
3 unconnected molecules or ions with the total composition C21H41BIN3O2 in a non-equilibrium geometry, computed with wB97M-V/def2-TZVPD.

## Properties
HOMO-LUMO gap ... 9.5 eV
E ... -1462.03721 hartree
2S+1 ... 1
Charge ... 0
HOMO ... -9.83 eV
Max |F| ... 5.2 eV Å⁻¹
SMILES ... CNC[C@](C#N)(B(C)O)[C@](I)(C#N)CC=O.CCCCCC.CCCCCC

```
69
C21H41BIN3O2, DFT wB97M-V/def2-TZVPD
C -1.995 -2.950 3.000
N -3.216 -2.128 2.963
C -3.606 -1.726 1.600
C -3.000 -0.330 1.206
C -1.557 -0.631 0.795
N -0.541 -0.863 0.363
B -2.903 0.583 2.545
C -4.029 0.774 3.646
O -1.670 1.243 2.766
C -3.707 0.339 -0.026
I -5.403 1.588 0.469
C -4.262 -0.794 -0.887
N -4.571 -1.636 -1.561
C -2.762 1.149 -0.966
C -2.043 2.343 -0.290
O -2.592 3.355 -0.033
H -1.934 -3.428 3.996
H -1.128 -2.254 2.965
H -1.894 -3.668 2.161
H -4.004 -2.637 3.353
H -4.715 -1.706 1.572
H -3.253 -2.516 0.899
H -4.929 0.157 3.485
H -4.361 1.835 3.583
H -3.565 0.607 4.640
H -1.291 0.771 3.529
H -2.038 0.514 -1.516
H -3.407 1.586 -1.758
H -0.966 2.250 -0.008
C 0.571 -0.896 -3.428
C 1.497 0.215 -3.905
C 0.785 1.553 -4.104
C -0.315 1.554 -5.168
C 0.133 1.132 -6.567
C 1.181 2.060 -7.173
H -0.209 -1.116 -4.160
H 1.136 -1.815 -3.264
H 0.092 -0.624 -2.484
H 1.997 -0.093 -4.828
H 2.287 0.354 -3.161
H 1.530 2.315 -4.350
H 0.342 1.863 -3.151
H -0.743 2.561 -5.222
H -1.132 0.899 -4.849
H -0.743 1.123 -7.221
H 0.514 0.107 -6.553
H 0.805 3.084 -7.233
H 1.434 1.735 -8.184
H 2.102 2.065 -6.588
C 1.281 -0.648 3.699
C 2.363 0.390 3.429
C 3.105 0.160 2.112
C 3.875 -1.159 2.022
C 4.925 -1.376 3.111
C 6.042 -0.338 3.092
H 1.699 -1.652 3.800
H 0.756 -0.415 4.630
H 0.546 -0.661 2.890
H 3.066 0.415 4.266
H 1.895 1.379 3.392
H 3.791 0.996 1.945
H 2.384 0.195 1.289
H 4.365 -1.205 1.043
H 3.170 -1.995 2.041
H 5.368 -2.366 2.970
H 4.454 -1.390 4.098
H 6.553 -0.335 2.126
H 6.782 -0.564 3.862
H 5.662 0.667 3.284
```

[7]
A molecular structure, C2H4LiO2Tb in a non-equilibrium geometry, computed with wB97M-V/def2-TZVPD.

## Properties
Energy relative to the best compared isomer or geometry (same formula, charge and spin) ... 0.652 eV
HOMO-LUMO gap (spin up / spin down) ... 8.7 / 9.4 eV
E ... -1060.44600 hartree
2S+1 ... 7
Charge ... +2
HOMO (spin up / spin down) ... -18.35 / -18.50 eV
Max |F| ... 6.3 eV Å⁻¹

```
10
C2H4LiO2Tb, DFT wB97M-V/def2-TZVPD
O 0.841 2.485 1.093
C 0.244 -1.258 0.103
C -0.930 -1.045 -0.746
O 0.243 -0.261 -1.020
Li 0.511 3.577 2.362
Tb 0.698 1.980 -0.942
H 0.601 -0.951 1.085
H 0.737 -2.219 -0.057
H -1.810 -0.555 -0.326
H -1.134 -1.753 -1.551
```

[8]
6 unconnected molecules or ions with the total composition C33H76N4O6 in a non-equilibrium geometry, computed with wB97M-V/def2-TZVPD.

## Properties
HOMO-LUMO gap (spin up / spin down) ... 7.5 / 3.0 eV
E ... -1972.86781 hartree
2S+1 ... 2
Charge ... +1
HOMO (spin up / spin down) ... -9.38 / -9.38 eV
Max |F| ... 3.8 eV Å⁻¹

```
119
C33H76N4O6, DFT wB97M-V/def2-TZVPD
C 10.486 24.777 1.396
C 9.142 24.745 2.101
C 8.316 26.044 1.868
C 7.614 26.108 0.508
C 6.745 24.838 0.408
C 7.505 23.443 0.523
N 8.321 23.497 1.761
O 8.868 22.278 2.170
C 6.306 22.404 0.643
C 8.288 23.093 -0.678
C 9.439 24.792 3.664
H 11.102 25.551 1.852
H 10.446 25.040 0.338
H 11.061 23.857 1.497
H 7.513 25.989 2.603
H 8.931 26.924 2.056
H 8.345 26.252 -0.289
H 7.012 27.011 0.412
H 6.300 24.908 -0.584
H 5.936 24.869 1.139
H 5.820 22.280 -0.324
H 6.678 21.452 1.022
H 5.567 22.855 1.306
H 9.225 23.641 -0.777
H 8.656 22.074 -0.552
H 7.861 22.985 -1.675
H 10.144 23.971 3.801
H 8.569 24.619 4.297
H 9.932 25.688 4.039
H 8.694 22.130 3.103
C -2.054 23.996 1.092
C -1.064 23.001 1.702
C -0.971 21.654 0.841
C -0.115 21.920 -0.409
C 1.209 22.567 -0.053
C 1.209 23.826 0.833
N 0.322 23.497 1.953
O 0.331 24.489 2.906
C 2.726 24.108 1.217
C 0.715 25.040 0.007
C -1.768 22.592 3.008
H -3.058 23.583 0.999
H -1.823 24.350 0.088
H -2.138 24.885 1.716
H -0.575 20.838 1.446
H -1.930 21.226 0.548
H -0.664 22.628 -1.030
H 0.058 20.983 -0.939
H 1.653 22.685 -1.041
H 1.746 21.767 0.456
H 3.227 23.186 1.512
H 3.252 24.705 0.471
H 2.865 24.692 2.127
H 0.087 25.678 0.628
H 1.505 25.669 -0.405
H 0.171 24.674 -0.864
H -2.002 23.421 3.675
H -1.205 21.933 3.670
H -2.636 21.938 2.927
H 0.920 24.180 3.599
C 8.544 27.808 8.473
C 8.346 26.254 8.508
C 8.914 25.666 9.813
C 8.129 26.128 11.074
C 6.699 25.779 10.870
C 5.967 26.155 9.512
N 6.887 25.949 8.379
O 6.341 26.269 7.115
C 4.790 25.138 9.300
C 5.334 27.569 9.605
C 9.096 25.627 7.271
H 9.456 28.151 7.985
H 8.638 28.265 9.458
H 7.758 28.353 7.951
H 8.925 24.587 9.964
H 9.971 25.929 9.856
H 8.394 27.146 11.361
H 8.575 25.536 11.873
H 6.179 26.488 11.514
H 6.350 24.789 11.163
H 3.989 25.122 10.039
H 4.272 25.196 8.343
H 5.287 24.168 9.274
H 4.828 27.947 8.716
H 4.651 27.587 10.455
H 6.165 28.210 9.898
H 9.287 26.283 6.422
H 8.657 24.675 6.975
H 10.138 25.484 7.557
H 5.899 25.434 6.949
C 5.526 24.526 4.497
O 5.317 24.262 5.875
H 4.665 25.102 4.156
H 6.322 25.201 4.180
H 5.705 23.587 3.974
H 4.397 24.031 6.022
C 2.085 26.085 5.438
O 2.279 24.739 5.243
H 1.060 26.429 5.306
H 2.352 26.329 6.466
H 2.688 26.699 4.769
H 1.795 24.286 5.937
C 11.004 20.407 5.661
C 9.717 20.516 6.504
C 8.472 19.971 5.776
O 7.978 20.998 4.927
C 6.708 20.642 4.430
N 10.014 19.978 7.834
H 11.894 20.683 6.227
H 10.969 21.045 4.779
H 11.005 19.400 5.243
H 9.445 21.548 6.724
H 7.732 19.942 6.576
H 8.607 19.002 5.295
H 6.641 19.610 4.085
H 6.399 21.296 3.615
H 5.966 20.691 5.228
H 10.064 18.976 7.721
H 10.939 20.192 8.178
```

[9]
A molecular structure, C9H21ClHoIO2P2 in a non-equilibrium geometry, computed with wB97M-V/def2-TZVPD.

## Properties
Energy relative to the best compared isomer or geometry (same formula, charge and spin) ... 0.000 eV
HOMO-LUMO gap (spin up / spin down) ... 6.3 / 6.3 eV
E ... -2894.14762 hartree
2S+1 ... 5
Charge ... +2
HOMO (spin up / spin down) ... -14.87 / -14.90 eV
Max |F| ... 6.4 eV Å⁻¹

```
37
C9H21ClHoIO2P2, DFT wB97M-V/def2-TZVPD
C -4.191 2.187 -4.613
C -4.397 0.807 -4.268
H -4.888 2.457 -5.422
H -3.170 2.260 -4.998
H -4.347 2.815 -3.732
O -4.500 -0.161 -3.629
I -2.948 2.784 -0.398
Ho -0.828 0.927 -0.014
P 0.916 -1.066 -0.913
C 0.995 -2.851 -0.617
C 0.504 -0.974 -2.710
H 2.772 0.440 -0.970
H 3.198 -1.042 -1.842
H 3.187 -1.034 -0.081
C 2.691 -0.644 -0.966
H 0.207 0.056 -2.956
H 1.363 -1.228 -3.350
H 1.694 -3.387 -1.271
H 0.019 -3.323 -0.748
H -0.314 -1.666 -2.949
H 1.336 -3.036 0.406
C -1.473 -1.321 1.009
O -1.813 -2.355 1.413
Cl 0.999 2.611 -0.313
C 2.489 0.749 2.782
P 0.714 0.348 2.510
C 0.530 -0.950 3.828
C -0.061 1.736 3.371
H 3.132 -0.096 2.500
H 2.762 1.018 3.816
H 2.756 1.592 2.141
H 0.792 -0.628 4.842
H -0.513 -1.269 3.887
H 1.114 -1.851 3.625
H 0.373 1.935 4.359
H 0.025 2.630 2.742
H -1.127 1.532 3.526
```

[10]
2 unconnected molecules or ions with the total composition C3H9O2 in a non-equilibrium geometry, computed with wB97M-V/def2-TZVPD.

## Properties
Energy relative to the best compared isomer or geometry (same formula, charge and spin) ... 0.615 eV
HOMO-LUMO gap ... 6.8 eV
E ... -270.16314 hartree
2S+1 ... 1
Charge ... -1
HOMO ... -2.41 eV
Max |F| ... 1.1 eV Å⁻¹

```
14
C3H9O2, DFT wB97M-V/def2-TZVPD
C 0.060 0.593 0.318
O 1.359 0.595 0.599
C -0.245 0.175 -1.134
C 0.043 1.350 -2.095
H -0.464 1.582 0.446
H -0.570 -0.035 1.021
H -1.260 -0.190 -1.349
H 0.497 -0.590 -1.387
H 0.071 1.021 -3.137
H 1.019 1.777 -1.860
H -0.729 2.110 -2.027
H -0.127 -1.798 1.976
H -1.589 -1.894 1.629
O -0.902 -2.360 2.112
```